Entry i
# C5H11N3

A structure of composition C5H11N3 (ωB97M-V with the def2-TZVPD basis set, the OMol25 dataset).

Charge: 0
Kohn-Sham gap in eV: 7.66
E_LUMO in eV: 0.1

XYZ file:
```
19
Properties=species:S:1:pos:R:3:nbo_charge:R:1
C 0.6740 1.6965 -0.3933 0.140
C -0.2897 1.2852 0.6991 -0.554
C -1.0084 0.0010 0.3483 0.294
N 0.1540 1.7694 -1.6002 -0.731
N 2.4349 -0.0054 -0.2214 -1.118
C -0.5858 -1.2118 1.0843 -0.270
C -0.7931 -2.4641 0.6850 -0.321
N -1.8505 0.0475 -0.6143 -0.668
H 1.8617 1.2007 -0.2677 0.327
H 0.7342 2.0365 -2.3799 0.397
H -0.7581 1.3478 -1.8021 0.409
H 2.3044 -0.4547 0.6826 0.332
H 1.9831 -0.6280 -0.8895 0.330
H -2.2603 -0.8623 -0.8243 0.341
H 0.2587 1.1931 1.6352 0.226
H -1.0238 2.0896 0.8009 0.255
H -0.0812 -1.0351 2.0288 0.213
H -0.4921 -3.3063 1.2916 0.210
H -1.2620 -2.6997 -0.2632 0.189
```

---

Entry ii
# C5H11N3

An isolated molecule of C5H11N3 (ωB97M-V with the def2-TZVPD basis set, the OMol25 dataset).

Charge: 0
Kohn-Sham gap (alpha / beta) in eV: 7.08 / 8.08
E_LUMO (alpha / beta) in eV: 0.0 / 0.5

XYZ file:
```
19
Properties=species:S:1:pos:R:3:nbo_charge:R:1
C 0.8448 -1.1422 -1.4053 -0.716
C -0.1293 0.6721 2.0269 -0.598
N 0.0133 1.3939 -0.2788 -0.180
C 1.0131 -0.4457 -0.0866 0.437
C -0.3993 0.3260 0.5721 -0.026
N -0.7354 1.4648 -1.3705 -0.598
C -1.5141 -0.4992 0.3112 -0.508
N 1.9828 -0.5060 0.7069 -0.680
H -1.7225 1.2006 -1.2675 0.364
H -0.5150 2.2505 -1.9643 0.383
H 2.7013 -1.1601 0.3982 0.351
H 0.1618 -0.6138 -2.0682 0.241
H 1.8206 -1.2096 -1.8895 0.225
H 0.4534 -2.1474 -1.2493 0.238
H -0.1340 -0.2375 2.6272 0.217
H 0.8348 1.1578 2.1380 0.243
H -0.9177 1.3395 2.3779 0.215
H -1.8738 -0.7150 -0.6843 0.186
H -1.8848 -1.1287 1.1060 0.206
```

---

Of them, entry ii has the lowest stability.